Here is a 2-piece molecular cluster, C5H15NOS overall in a non-equilibrium geometry from the OMol25 dataset. Energies are from the ωB97M-V functional and the def2-TZVPD basis.

Geometry (Å):
1 C -1.8267 1.8367 0.4961
2 N -1.1131 0.6404 0.0473
3 C -0.3802 -0.0354 1.1553
4 C 0.8351 0.8050 1.5769
5 C 0.1579 -1.4380 0.6096
6 C 0.2685 -1.4235 -0.9229
7 S 0.9709 -3.0831 -1.3746
8 H -2.7034 1.4727 1.0367
9 H -2.1822 2.2512 -0.4577
10 H -1.2973 2.6411 1.0063
11 H -0.3543 0.8182 -0.6023
12 H -1.0651 -0.2014 1.9840
13 H 1.5075 0.8765 0.7168
14 H 1.3525 0.3525 2.4258
15 H 0.6013 1.8358 1.8459
16 H -0.5424 -2.2058 0.9290
17 H 1.1431 -1.4628 1.0795
18 H 0.8571 -0.6403 -1.4220
19 H -0.7823 -1.4832 -1.1955
20 H 1.9304 -3.1465 -0.4656
21 O 0.7854 0.7812 -2.6118
22 H 1.6398 0.3592 -2.5678
23 H 0.1975 0.4496 -3.2891

Values from the calculation:
* highest occupied orbital energy: -8.77 eV
* 2S+1: 1
* electronic energy: -727.6348 Ha
* E_LUMO: 0.59 eV
* structure (SMILES): CN[C@H](C)CCS.O